67
Properties=species:S:1:pos:R:3:forces:R:3 method="wB97M-V/def2-TZVPD" homo_lumo_gap_ev=6.39 charge=-1 molar_mass_g_mol=369.55 spin_multiplicity=1 lumo_ev=2.1 homo_energy_ev=-4.335
C 0.767 -4.421 3.468 -2.1 0.3 -1.8
C -0.229 -3.964 2.570 1.6 -0.8 1.8
Al 0.018 -2.075 1.807 -0.6 0.0 0.3
C -1.234 -0.813 2.874 -0.2 0.6 0.0
C -0.432 0.339 3.655 0.4 -0.8 -0.4
C 0.700 -0.262 4.626 0.0 1.2 0.5
C 1.431 0.938 5.433 -0.1 -0.4 -1.2
C 2.555 1.627 4.499 0.1 0.1 0.8
C 2.473 3.229 4.605 -0.4 -0.8 -0.4
C 1.569 3.811 3.381 0.9 -0.2 1.8
C 0.438 4.711 4.044 0.1 1.0 -0.9
C -0.814 5.032 3.109 -1.3 -0.1 0.3
C -1.236 3.857 2.125 1.1 -0.3 -0.2
C -0.302 -1.970 -0.216 0.1 0.7 0.0
C 1.087 -1.692 -0.957 -0.4 -0.9 0.3
C 1.099 -2.068 -2.518 0.4 1.6 -0.4
C 1.728 -0.803 -3.313 -0.4 -0.1 0.4
C -0.328 -2.370 -3.149 0.3 0.0 -0.7
H 0.852 -5.522 3.757 -0.1 1.6 0.1
H 1.516 -3.670 3.871 -0.7 -1.2 -0.7
H -1.129 -4.621 2.299 1.6 0.3 0.3
H 1.565 -1.658 2.035 0.2 0.1 0.0
H -1.898 -1.414 3.584 0.8 0.8 -0.7
H -1.936 -0.360 2.084 0.8 -0.3 1.2
H 0.145 0.956 2.882 -0.8 -0.7 0.9
H -1.135 1.052 4.196 0.9 -0.7 -0.3
H 1.512 -0.743 4.002 -1.2 0.1 0.7
H 0.269 -0.995 5.379 0.4 0.7 -1.1
H 0.622 1.709 5.648 1.1 -0.9 0.1
H 1.922 0.554 6.377 -0.7 0.6 -0.9
H 3.603 1.282 4.804 -1.4 0.3 -0.3
H 2.390 1.240 3.449 0.3 0.7 1.0
H 3.503 3.705 4.634 -1.2 -0.5 -0.1
H 1.942 3.439 5.597 0.9 0.0 -1.3
H 1.192 2.901 2.831 0.1 1.3 0.5
H 2.298 4.393 2.728 -1.3 -0.6 0.5
H 0.059 4.307 5.038 0.6 0.1 -1.4
H 0.930 5.715 4.300 -0.7 -1.3 -0.2
H -0.722 6.013 2.530 0.2 -1.3 0.7
H -1.705 5.194 3.813 1.2 -0.1 -0.9
H -1.234 2.852 2.665 -0.2 1.4 -0.7
H -0.440 3.759 1.308 -1.1 0.1 1.0
H -2.226 4.012 1.602 1.0 0.0 0.8
H -0.810 -2.938 -0.523 0.6 1.1 0.0
H -1.011 -1.084 -0.389 0.7 -1.3 0.0
H 1.392 -0.600 -0.813 -0.5 -1.5 -0.1
H 1.886 -2.317 -0.428 -0.9 0.9 -0.7
H 1.856 -2.909 -2.662 -1.4 0.7 0.0
H 2.856 -0.861 -3.247 -1.2 0.2 -0.3
H 1.410 0.174 -2.817 0.3 -1.3 -0.6
H 1.358 -0.751 -4.388 0.8 -0.2 1.2
H -1.138 -1.649 -2.792 1.2 -1.1 -0.2
H -0.251 -2.185 -4.278 -0.1 -0.5 1.4
H -0.645 -3.453 -2.987 0.2 1.5 -0.1
C -1.655 -2.974 -8.299 0.4 -0.1 0.1
C -2.315 -1.827 -7.567 0.3 -1.0 -0.4
C -2.913 -0.789 -8.471 -0.6 0.1 -0.3
O -2.875 0.377 -7.654 0.3 -0.1 0.2
C -1.836 0.211 -6.787 0.5 0.6 0.7
O -1.404 1.068 -6.081 -0.2 -0.4 -0.4
O -1.356 -1.064 -6.837 -0.3 0.6 -0.1
H -0.926 -2.609 -9.028 -0.1 0.1 0.0
H -1.107 -3.608 -7.598 -0.2 0.0 0.0
H -2.395 -3.584 -8.820 0.0 0.1 0.1
H -3.050 -2.212 -6.852 0.0 0.1 -0.1
H -3.938 -1.024 -8.762 0.0 0.2 0.1
H -2.320 -0.600 -9.372 0.1 -0.2 0.1

=====

70
Properties=species:S:1:pos:R:3:forces:R:3 method="wB97M-V/def2-TZVPD" homo_lumo_gap_ev="6.87 / 6.87" molar_mass_g_mol=613.12 spin_multiplicity=1 lumo_ev="0.5 / 0.5" homo_energy_ev="-6.328 / -6.326" de_lowest_kcal_mol=14.5
Ni -0.150 -1.805 0.706 0.0 0.0 0.1
C -0.382 3.821 -0.972 0.0 0.0 0.0
As 0.265 2.113 -0.226 0.1 -0.1 0.1
C 2.173 2.568 -0.367 0.0 -0.1 0.0
C -0.029 2.567 1.671 -0.1 0.0 -0.1
C 1.015 3.007 2.477 0.1 0.0 0.0
C 0.834 3.237 3.831 0.1 0.0 0.1
C -0.410 3.040 4.403 -0.1 0.0 0.1
C -1.468 2.634 3.607 -0.1 0.0 0.0
C -1.293 2.395 2.249 -0.1 0.1 -0.1
As -2.815 1.889 1.116 -0.1 0.0 0.0
C -3.765 3.611 1.226 0.1 0.1 0.0
C -3.933 0.967 2.439 0.0 0.0 0.0
H -0.009 4.662 -0.387 0.0 0.0 0.0
H -1.471 3.844 -0.988 0.0 0.0 0.0
H -0.022 3.904 -1.997 0.0 0.0 0.0
H 2.369 3.614 -0.130 0.0 0.0 0.0
H 2.476 2.372 -1.396 0.0 0.0 0.0
H 2.748 1.904 0.279 -0.1 0.1 -0.1
H 1.993 3.178 2.049 0.0 0.0 0.0
H 1.667 3.573 4.438 0.0 0.0 0.0
H -0.562 3.211 5.462 0.0 0.0 0.0
H -2.442 2.496 4.061 0.0 0.0 0.0
H -3.834 3.935 2.265 0.0 0.0 0.0
H -4.768 3.507 0.814 0.0 0.0 0.0
H -3.226 4.366 0.653 0.0 0.0 0.0
H -4.289 1.640 3.218 0.0 0.0 0.0
H -3.361 0.157 2.884 0.0 0.0 0.0
H -4.796 0.548 1.921 0.0 0.0 0.0
C -2.093 -0.505 -2.008 0.1 0.0 0.1
P -1.617 -1.807 -0.818 0.0 0.0 -0.1
C -3.236 -2.268 -0.105 0.0 0.0 -0.1
C -1.277 -3.231 -1.952 0.0 0.0 0.0
C -0.499 -4.304 -1.189 0.0 0.0 0.0
P 0.842 -3.448 -0.254 0.2 -0.3 -0.1
C 2.066 -3.113 -1.574 0.0 0.0 0.0
C 1.654 -4.844 0.617 -0.1 0.0 -0.1
H -2.277 0.419 -1.459 0.0 0.0 0.0
H -2.986 -0.785 -2.570 0.0 0.0 0.0
H -1.270 -0.324 -2.700 0.0 0.0 0.0
H -3.950 -2.559 -0.880 0.0 0.0 0.0
H -3.626 -1.413 0.446 0.0 0.0 0.0
H -3.101 -3.086 0.602 0.0 0.0 0.0
H -0.657 -2.842 -2.765 0.0 0.0 0.0
H -2.196 -3.616 -2.400 0.0 0.0 0.0
H -0.102 -5.078 -1.852 0.0 0.0 0.0
H -1.144 -4.790 -0.452 0.0 0.0 0.0
H 2.244 -3.994 -2.194 0.0 0.0 0.0
H 3.005 -2.804 -1.112 0.0 0.0 0.0
H 1.719 -2.286 -2.192 0.0 0.0 0.0
H 1.956 -5.637 -0.072 0.0 0.0 0.0
H 0.966 -5.251 1.358 0.0 0.0 0.0
H 2.536 -4.476 1.141 0.0 0.0 0.0
C -0.829 -1.133 2.182 -0.1 0.1 0.3
H -1.767 -1.431 2.672 0.0 0.0 0.0
H -0.555 -0.151 2.599 0.0 0.0 0.0
O 2.188 -0.408 0.746 -0.4 0.4 -0.4
S 3.160 -1.201 1.540 0.2 -0.4 0.2
C 4.518 -0.064 1.923 0.1 -0.1 0.0
C 4.014 0.803 3.063 0.0 0.0 0.0
C 3.432 -0.186 4.067 0.0 0.0 0.1
C 2.572 -1.166 3.270 -0.1 0.0 0.0
H 4.761 0.459 0.999 0.0 0.0 0.0
H 5.372 -0.675 2.230 0.0 0.0 0.0
H 3.228 1.464 2.697 0.0 0.0 0.0
H 4.808 1.418 3.490 0.0 0.0 0.0
H 2.841 0.307 4.840 0.0 0.0 0.0
H 4.248 -0.718 4.563 0.0 0.0 0.0
H 1.532 -0.854 3.151 0.1 0.0 0.0
H 2.570 -2.182 3.661 0.0 0.0 0.0

=====

76
Properties=species:S:1:pos:R:3:forces:R:3 method="wB97M-V/def2-TZVPD" homo_lumo_gap_ev=8.27 charge=+1 molar_mass_g_mol=642.97 spin_multiplicity=1 lumo_ev=-2.2 homo_energy_ev=-10.428 de_lowest_kcal_mol=6.2
Ba 0.011 0.255 -0.958 -0.2 0.0 -1.4
N 1.383 -1.233 -3.044 0.1 0.0 0.1
C 0.377 -1.980 -3.804 -0.1 0.0 -0.2
C -0.370 -1.055 -4.753 0.1 -0.1 0.0
N -1.233 -0.086 -4.062 0.0 0.0 0.1
C -1.320 1.186 -4.788 0.0 0.1 0.0
C -1.438 2.421 -3.913 0.0 0.0 0.0
N -0.196 2.682 -3.172 0.1 -0.1 0.1
C -2.564 -0.658 -3.810 -0.1 0.0 0.1
C -3.164 -0.381 -2.437 -0.2 -0.1 -0.2
N -2.413 -1.086 -1.395 -0.1 -0.2 0.1
H 2.083 -0.857 -3.675 0.0 0.0 0.0
H 1.862 -1.866 -2.408 0.0 0.0 0.0
H -0.317 -2.443 -3.096 0.0 0.0 0.0
H 0.823 -2.793 -4.389 -0.1 0.0 0.0
H -0.945 -1.654 -5.471 0.0 0.0 0.0
H 0.377 -0.513 -5.336 0.0 0.0 0.0
H -2.171 1.192 -5.483 0.0 -0.1 0.0
H -0.423 1.294 -5.401 0.0 0.0 0.0
H -2.236 2.299 -3.179 0.0 0.0 0.0
H -1.719 3.259 -4.561 0.0 0.0 0.0
H -0.313 3.551 -2.661 0.1 0.0 0.0
H 0.561 2.846 -3.829 0.0 0.0 0.0
H -2.507 -1.745 -3.919 0.0 0.0 0.0
H -3.277 -0.317 -4.572 0.0 0.0 0.0
H -4.215 -0.693 -2.472 0.0 0.0 0.0
H -3.158 0.686 -2.204 0.0 0.0 0.0
H -2.397 -2.082 -1.595 0.0 0.0 0.0
H -2.880 -0.995 -0.498 0.0 0.0 0.0
C 2.747 -5.385 0.751 0.0 0.0 0.0
C 3.327 -4.025 0.382 0.0 -0.1 -0.1
N 3.016 -2.980 1.350 -0.1 0.3 0.1
C 3.950 -2.777 2.464 0.1 0.0 0.1
C 3.555 -3.530 3.730 0.0 0.0 -0.1
C 1.888 -2.255 1.301 0.1 -0.4 -0.2
S 0.733 -2.544 0.059 -0.2 -0.2 -0.1
N 1.672 -1.429 2.333 0.1 0.4 0.2
C 1.218 -0.205 2.222 0.1 -0.4 0.2
O 1.073 0.432 1.130 0.4 0.3 0.8
C 0.881 0.478 3.510 -0.1 0.0 0.1
C 0.977 -0.201 4.724 0.0 0.0 -0.1
C 0.652 0.435 5.910 0.0 0.0 0.0
C 0.232 1.759 5.901 0.0 0.0 0.0
C 0.131 2.439 4.697 0.0 0.1 0.0
C 0.452 1.799 3.512 0.0 0.0 -0.1
H 2.958 -6.106 -0.039 0.0 0.0 0.0
H 1.667 -5.309 0.866 0.0 0.0 0.0
H 3.176 -5.766 1.676 0.0 0.0 0.0
H 2.935 -3.715 -0.585 0.0 0.0 0.0
H 4.413 -4.079 0.303 0.0 0.0 0.0
H 4.008 -1.710 2.670 0.0 0.0 0.0
H 4.934 -3.105 2.126 0.0 0.0 0.0
H 2.552 -3.243 4.040 0.0 0.0 0.0
H 4.251 -3.285 4.533 0.0 0.0 0.0
H 3.580 -4.608 3.580 0.0 0.0 0.0
H 1.313 -1.229 4.721 0.0 0.0 0.0
H 0.730 -0.101 6.847 0.0 0.0 0.0
H -0.015 2.257 6.829 0.0 0.0 0.0
H -0.198 3.470 4.681 0.0 0.0 0.0
H 0.350 2.320 2.573 0.0 0.0 -0.1
C -3.675 4.755 -0.021 0.0 0.0 0.0
O -3.382 3.396 0.330 0.1 -0.1 -0.1
P -1.971 2.750 -0.114 -0.1 0.7 0.2
O -1.003 3.714 0.779 -0.2 -0.2 0.1
C 0.332 4.030 0.393 0.2 0.0 -0.1
O -2.074 1.370 0.717 0.0 0.1 0.0
C -2.517 1.336 2.097 0.0 -0.1 0.2
H -4.502 5.065 0.611 0.0 0.0 0.0
H -3.969 4.827 -1.069 0.0 0.0 0.0
H -2.818 5.401 0.174 0.0 0.0 0.0
H 0.487 5.089 0.587 0.0 0.0 0.0
H 0.510 3.831 -0.669 -0.1 0.0 0.0
H 1.052 3.447 0.968 -0.1 0.0 0.1
H -2.030 0.482 2.562 0.0 0.0 0.0
H -3.598 1.225 2.127 0.0 0.0 -0.1
H -2.221 2.245 2.617 0.0 0.0 0.0